(1)
Here is 2 unconnected molecules or ions with the total composition C3H12NO in a non-equilibrium geometry from the OMol25 dataset. Energies are from ωB97M-V/def2-TZVPD.

The geometry in ORCA input format:
```
! wB97M-V def2-TZVPD RIJCOSX def2/J DEFGRID3
* xyz 1 1
O -2.44 0.00 -0.05
N 0.29 -0.07 -0.67
C 0.66 1.09 -1.54
C 0.43 -0.99 1.63
C 1.07 -0.10 0.60
H 0.31 -2.02 1.31
H -3.13 -0.62 0.27
H 1.30 0.90 0.96
H 0.49 -0.90 -1.23
H 2.05 -0.50 0.34
H -2.97 0.75 -0.34
H 0.41 2.03 -1.06
H 1.72 1.05 -1.74
H 0.08 1.03 -2.46
H -0.73 -0.03 -0.50
H 1.01 -0.99 2.54
H -0.54 -0.61 1.94
*
```


(2)
Here is 2 unconnected molecules or ions with the total composition C2H2N2 in a non-equilibrium geometry from the OMol25 dataset. Energies are from ωB97M-V/def2-TZVPD.

SMILES = C#N.C#N

The geometry in ORCA input format:
```
! wB97M-V def2-TZVPD RIJCOSX def2/J DEFGRID3
* xyz 0 1
N -1.37 0.18 -0.37
N 1.76 0.34 0.24
C 1.08 0.38 -0.67
C -1.47 0.97 0.45
H 0.46 0.47 -1.46
H -1.76 1.34 1.44
*
```


(3)
Here is a single C4H11NO2Si molecule in a non-equilibrium geometry from the OMol25 dataset. Energies are from ωB97M-V/def2-TZVPD.

SMILES = C[Si](C)(C)C[N+](=O)[O-]

The geometry in ORCA input format:
```
! wB97M-V def2-TZVPD RIJCOSX def2/J DEFGRID3
* xyz 0 1
Si -0.16 -0.20 -0.41
O -0.13 2.34 1.71
O 0.54 0.51 2.81
N 0.48 1.27 1.84
C -0.37 -1.70 0.73
C -1.60 0.89 -0.68
C 0.73 -0.76 -1.96
C 1.17 0.88 0.62
H 0.22 -0.36 -2.83
H -0.15 -1.45 1.73
H -1.26 1.92 -0.90
H 0.25 -2.61 0.60
H -2.35 0.46 -1.27
H -1.46 -2.06 0.72
H 0.80 -1.78 -2.19
H 1.80 -0.40 -1.92
H 1.56 1.72 0.14
H -1.98 1.16 0.24
H 1.90 0.16 1.02
*
```


(4)
Here is a molecular structure, C4H12BrFeO8P in a non-equilibrium geometry from the OMol25 dataset. Energies are from ωB97M-V/def2-TZVPD.

Expectation value of S² = 6.0114

The geometry in ORCA input format:
```
! wB97M-V def2-TZVPD RIJCOSX def2/J DEFGRID3
* xyz -2 5
Br -17.18 -12.15 -0.37
Fe -19.33 -11.09 0.60
P -19.59 -9.89 2.65
O -20.78 -10.47 1.91
O -21.86 -8.45 -2.97
O -18.94 -11.28 2.55
O -21.20 -12.95 2.55
O -20.70 -12.46 -0.34
O -18.63 -9.37 1.54
O -19.32 -9.78 4.19
O -19.77 -9.76 -1.03
C -20.82 -13.68 0.28
C -21.83 -13.64 1.49
C -20.82 -8.80 -0.80
C -22.03 -8.95 -1.69
H -21.32 -9.04 -3.51
H -19.25 -9.44 -1.78
H -22.74 -13.12 1.19
H -19.83 -13.93 0.65
H -21.10 -14.42 -0.48
H -22.92 -8.55 -1.20
H -20.42 -7.81 -1.02
H -22.06 -14.65 1.81
H -22.18 -10.03 -1.77
H -21.12 -12.02 2.30
H -21.42 -12.35 -0.96
H -21.12 -8.79 0.24
*
```


(5)
Here is 2 unconnected molecules or ions with the total composition C3H9N2O2 in a non-equilibrium geometry from the OMol25 dataset. Energies are from ωB97M-V/def2-TZVPD.

The geometry in ORCA input format:
```
! wB97M-V def2-TZVPD RIJCOSX def2/J DEFGRID3
* xyz 1 1
O -1.56 -2.14 0.12
O -1.97 -0.32 -1.10
N 2.62 1.18 -0.51
N -0.46 0.14 1.29
C -2.07 -1.65 -0.85
C 0.60 1.02 0.78
C 1.50 0.53 -0.07
H -1.37 0.31 0.85
H -0.32 -0.84 0.99
H 2.95 1.96 0.03
H 1.35 -0.45 -0.52
H 0.56 2.03 1.16
H -2.64 -2.24 -1.58
H -1.94 -0.19 -2.06
H -0.60 0.11 2.30
H 3.36 0.56 -0.81
*
```


(6)
Here is a single C5H13BFN molecule from the OMol25 dataset. Energies are from ωB97M-V/def2-TZVPD.

SMILES = NCCBCCCF

The geometry in ORCA input format:
```
! wB97M-V def2-TZVPD RIJCOSX def2/J DEFGRID3
* xyz 0 1
F -0.36 2.69 0.88
N -1.80 -2.53 1.43
C 1.03 0.45 -0.89
C -0.72 -1.58 -0.61
C 0.44 2.89 -0.25
C 1.49 1.81 -0.34
C -0.51 -2.13 0.83
B -0.44 -0.04 -0.60
H 0.01 -1.39 1.45
H 1.94 1.69 0.64
H -1.62 -3.01 2.30
H -1.30 0.74 -0.34
H 0.12 -3.02 0.80
H -2.33 -1.71 1.67
H 1.17 0.42 -1.98
H 0.89 3.87 -0.16
H -1.74 -1.83 -0.91
H -0.22 2.89 -1.12
H 2.28 2.21 -0.98
H -0.02 -2.08 -1.28
H 1.70 -0.33 -0.52
*
```


(7)
Here is a single C4H8OS molecule in a non-equilibrium geometry from the OMol25 dataset. Energies are from ωB97M-V/def2-TZVPD.

SMILES = C[C@@H]1OCCS1

The geometry in ORCA input format:
```
! wB97M-V def2-TZVPD RIJCOSX def2/J DEFGRID3
* xyz 0 1
S 0.33 -1.49 -0.14
O -0.02 1.09 0.09
C -2.22 -0.19 -0.18
C 1.35 0.86 -0.33
C 1.84 -0.54 0.19
C -0.78 -0.07 0.39
H 2.75 -0.88 -0.23
H -2.55 -1.23 -0.08
H -2.22 0.09 -1.27
H 1.86 1.81 0.00
H -0.83 -0.15 1.44
H 1.40 0.76 -1.46
H 2.02 -0.54 1.25
H -2.92 0.49 0.32
*
```


(8)
Here is a molecular structure, C26H29AsBrF6HgN4O2S2Se2 in a non-equilibrium geometry from the OMol25 dataset. Energies are from ωB97M-V/def2-TZVPD.

The geometry in ORCA input format:
```
! wB97M-V def2-TZVPD RIJCOSX def2/J DEFGRID3
* xyz 1 1
Hg -0.48 1.72 0.02
Br 6.69 -2.20 -0.49
Se 0.56 0.88 -2.29
Se -2.17 -0.65 -0.24
As 0.71 5.18 -0.28
S -0.54 1.82 4.85
S -4.10 4.83 0.54
F 0.57 6.37 -1.49
F -0.90 5.51 0.28
F 2.23 4.64 -0.89
F 1.41 6.19 0.90
F -0.04 3.97 -1.40
F 0.75 3.82 0.91
O 2.48 0.90 0.04
O 0.82 -1.15 0.37
N 2.19 -5.11 0.43
N -0.67 1.75 2.32
N 0.38 -3.91 -0.05
N -2.36 2.99 0.40
C -1.36 -7.18 0.10
C -1.30 -5.81 -0.09
C 4.38 -0.59 -0.21
C -0.21 -7.93 0.43
C 1.74 -3.92 0.17
C -3.06 3.79 -1.84
C -0.05 -5.22 0.06
C -1.70 2.57 2.73
C -4.02 -0.08 -0.18
C 3.03 -0.35 -0.02
C -2.54 3.25 1.74
C -0.04 2.00 -3.76
C 2.62 -2.74 0.07
C 1.24 0.42 3.21
C -3.46 4.21 2.00
C 1.11 -5.96 0.37
C 4.84 -1.90 -0.24
C 1.02 -7.33 0.57
C -0.54 -0.71 -2.69
C -3.10 3.76 -0.35
C -1.98 -0.66 -2.20
C 3.42 1.98 0.11
C 0.04 1.30 3.32
C 3.98 -2.97 -0.09
C -1.78 2.71 4.08
C 2.15 -1.43 0.12
H 0.52 -1.73 1.08
H 4.35 -3.99 -0.11
H 5.07 0.22 -0.34
H -4.04 4.02 -2.25
H -2.18 -5.24 -0.34
H -4.30 -0.06 0.87
H -0.20 -3.14 -0.32
H 2.84 2.87 0.33
H -2.30 -7.69 -0.01
H -0.52 -0.81 -3.77
H 0.35 3.00 -3.58
H -4.12 0.92 -0.61
H 3.94 2.11 -0.84
H 1.90 -7.91 0.82
H -2.51 -1.55 -2.55
H 0.38 1.59 -4.68
H 0.99 -0.60 3.49
H 1.61 0.44 2.19
H -1.13 2.04 -3.83
H 2.02 0.76 3.88
H -4.65 -0.80 -0.71
H -2.37 4.58 -2.15
H -3.78 4.60 2.95
H -2.50 0.22 -2.57
H 0.00 -1.55 -2.26
H -0.31 -8.99 0.58
H 4.14 1.81 0.92
H -2.69 2.84 -2.23
H -2.48 3.29 4.66
*
```


In order of appearance, E = -6837.1530; -5084.4307; -17786.5193; -134441.6016; -10325.3143; -10279.0319; -17159.5867; -341211.2527 eV.
In order of appearance, M = 78.135; 54.052; 133.223; 354.855; 105.117; 116.976; 104.174; 1121.002 g/mol.